Arrangement a

DFT (the ωB97M-V functional and the def2-TZVPD basis) results for 2 unconnected molecules or ions with the total composition C4H14NO3.

- total charge = +1
- highest occupied orbital energy (eV) = -14.7522
- spin multiplicity = 1

Structure (XYZ):
```
22
C4H14NO3 | the OMol25 dataset | the ωB97M-V functional and the def2-TZVPD basis
C 0.55 -1.75 0.05
O 1.75 -1.65 -0.70
C 0.04 -0.33 0.31
C -1.47 -0.22 0.56
C -2.38 -0.70 -0.58
O -1.60 1.23 0.56
N 0.53 0.60 -0.74
H -0.20 -2.22 -0.59
H 0.65 -2.33 0.97
H 2.44 -2.22 -0.34
H 0.44 0.08 1.24
H -1.67 -0.58 1.57
H -2.72 -1.72 -0.39
H -1.99 -0.72 -1.59
H -3.26 -0.06 -0.59
H -2.52 1.48 0.61
H 1.52 0.77 -0.55
H 0.03 1.49 -0.64
H 0.39 0.19 -1.67
H 2.49 3.08 0.32
H 2.48 1.97 1.35
O 1.98 2.31 0.59
```

---

Arrangement b

DFT (the ωB97M-V functional and the def2-TZVPD basis) results for 3 unconnected molecules or ions with the total composition C4H14NO3.

- total charge = +1
- highest occupied orbital energy (eV) = -14.0551
- spin multiplicity = 1

Structure (XYZ):
```
22
C4H14NO3 | the OMol25 dataset | the ωB97M-V functional and the def2-TZVPD basis
O 1.43 1.55 0.73
C 0.85 1.20 1.68
C -0.16 0.01 1.40
N 0.10 -0.46 -0.02
C 1.12 -1.61 -0.01
C -1.59 0.68 1.33
H 0.80 1.40 2.71
H -0.12 -0.80 2.13
H -0.69 -0.82 -0.50
H 0.50 0.43 -0.62
H 1.77 -1.46 0.83
H 1.48 -1.79 -1.02
H 0.59 -2.57 0.28
H -1.47 1.57 0.74
H -2.15 0.68 2.21
H -2.21 -0.14 0.88
H 2.99 1.19 -2.04
H 2.00 1.92 -2.88
O 2.07 1.52 -2.03
H -2.25 -1.54 -2.24
H -2.90 -0.19 -1.90
O -2.15 -0.76 -1.66
```

---

Tell me which of them is the least stable. Sure, it is arrangement b.

---

Arrangement a

DFT (the ωB97M-V functional and the def2-TZVPD basis) results for 2 unconnected molecules or ions with the total composition C2H5NOP.

- total charge = +1
- highest occupied orbital energy (eV) = -15.2500
- spin multiplicity = 1

Structure (XYZ):
```
10
C2H5NOP | the OMol25 dataset | the ωB97M-V functional and the def2-TZVPD basis
C -1.61 0.03 0.28
C 1.65 -1.32 0.02
N -0.45 -0.25 -0.15
O 2.24 1.24 0.04
P 2.86 -0.23 0.05
H -1.93 -0.35 1.24
H -2.31 0.64 -0.29
H 1.38 -2.34 0.03
H 2.84 1.99 0.07
H -0.19 0.12 -1.06
```

---

Arrangement b

DFT (the ωB97M-V functional and the def2-TZVPD basis) results for a molecular structure, C2H5NOP.

- total charge = +1
- highest occupied orbital energy (eV) = -14.6722
- spin multiplicity = 1

Structure (XYZ):
```
10
C2H5NOP | the OMol25 dataset | the ωB97M-V functional and the def2-TZVPD basis
C 0.54 0.21 0.76
C -0.95 -0.81 -0.14
N -0.13 0.24 -0.68
O -2.84 1.06 0.02
P -2.71 -0.33 0.31
H 0.16 0.76 1.60
H 1.51 -0.31 0.82
H -0.79 -1.83 -0.53
H -0.64 1.11 -0.80
H 0.41 0.06 -1.53
```

---

Tell me which of them is the least stable. Sure, it is arrangement a.

---

Arrangement a

DFT (the ωB97M-V functional and the def2-TZVPD basis) results for 2 unconnected molecules or ions with the total composition H2.

- highest occupied orbital energy (eV) = -9.8117
- spin multiplicity = 1

Structure (XYZ):
```
2
H2 | the OMol25 dataset | the ωB97M-V functional and the def2-TZVPD basis
H 0.00 0.00 1.21
H 0.00 0.00 -1.21
```

---

Arrangement b

DFT (the ωB97M-V functional and the def2-TZVPD basis) results for 2 unconnected molecules or ions with the total composition H2.

- highest occupied orbital energy (eV) = -11.7269
- spin multiplicity = 1

Structure (XYZ):
```
2
H2 | the OMol25 dataset | the ωB97M-V functional and the def2-TZVPD basis
H 0.00 0.00 0.70
H 0.00 0.00 -0.70
```

---

Tell me which of them is the least stable. Sure, it is arrangement a.

---

Arrangement a

DFT (the ωB97M-V functional and the def2-TZVPD basis) results for a gas-phase ion, C5H14N (charge +2).

- <S²> = 0.754
- total charge = +2
- highest occupied orbital energy (alpha / beta) (eV) = -20.9071 / -20.7913
- spin multiplicity = 2

Structure (XYZ):
```
20
C5H14N | the OMol25 dataset | the ωB97M-V functional and the def2-TZVPD basis
C -1.33 -0.60 -1.04
C 0.14 -0.03 -1.04
C 0.68 0.25 0.37
C 2.21 0.53 0.30
C -0.19 1.32 0.91
N -1.56 -1.61 0.19
H -1.56 -1.13 -1.97
H -2.04 0.18 -0.90
H 0.17 0.86 -1.73
H 0.93 -0.55 -1.74
H 0.72 -0.84 0.95
H 2.33 1.60 0.05
H 2.71 -0.04 -0.54
H 2.89 0.38 1.26
H 0.32 2.18 1.47
H -0.85 1.76 0.22
H -0.83 1.09 1.91
H -2.42 -1.33 0.66
H -1.60 -2.52 -0.13
H -0.72 -1.53 0.79
```

---

Arrangement b

DFT (the ωB97M-V functional and the def2-TZVPD basis) results for 2 unconnected molecules or ions with the total composition C5H14N.

- <S²> = 0.752
- total charge = +2
- highest occupied orbital energy (alpha / beta) (eV) = -20.4950 / -21.9103
- spin multiplicity = 2

Structure (XYZ):
```
20
C5H14N | the OMol25 dataset | the ωB97M-V functional and the def2-TZVPD basis
C 0.71 2.19 1.86
N 0.13 0.93 1.21
H 0.04 2.56 2.65
H 1.69 1.91 2.28
H 0.89 2.90 1.07
H -0.79 0.96 0.98
H 0.25 0.13 1.81
H 0.62 0.67 0.35
C -2.04 -0.46 -1.78
C -0.59 -0.70 -1.49
C -0.04 -1.51 -0.56
C 1.45 -1.54 -0.25
H -2.67 -1.22 -1.30
H -2.33 0.51 -1.35
H -2.21 -0.44 -2.87
H 0.11 -0.11 -2.11
H -0.67 -2.23 -0.02
H 1.90 -0.60 -0.61
H 1.56 -1.60 0.83
H 1.99 -2.36 -0.70
```

---

Tell me which of them is the least stable. Sure, it is arrangement a.

---

Arrangement a

DFT (the ωB97M-V functional and the def2-TZVPD basis) results for C2HClF2S in the gas phase.

- SMILES = FC(F)C(=S)Cl
- highest occupied orbital energy (eV) = -9.8991
- spin multiplicity = 1

Structure (XYZ):
```
7
C2HClF2S | the OMol25 dataset | the ωB97M-V functional and the def2-TZVPD basis
F 0.57 -1.95 0.13
C 0.24 -0.64 0.35
F 1.41 0.10 0.34
C -0.51 -0.47 1.66
S -1.48 0.74 1.95
Cl -0.18 -1.64 2.87
H -0.35 -0.05 -0.52
```

---

Arrangement b

DFT (the ωB97M-V functional and the def2-TZVPD basis) results for 2 unconnected molecules or ions with the total composition C2HClF2S.

- highest occupied orbital energy (alpha / beta) (eV) = -10.4157 / -10.4167
- spin multiplicity = 1

Structure (XYZ):
```
7
C2HClF2S | the OMol25 dataset | the ωB97M-V functional and the def2-TZVPD basis
C -0.23 -0.69 -0.33
C -0.38 0.43 0.53
F -1.20 1.34 0.14
F 1.76 1.15 0.09
S 0.74 -1.93 0.12
Cl -1.11 -0.84 -1.80
H 0.43 0.54 1.26
```

---

Tell me which of them is the least stable. Sure, it is arrangement b.